Computed, not measured: a cluster of 4 separate species, C25H22N2O8S in total, with the ωB97M-V functional and the def2-TZVPD basis.

Summary:
E_LUMO (eV): -2.32
Highest occupied orbital energy (eV): -8.893

Element x y z (Å)
O 0.9554 -2.6404 1.8597
C -0.1326 -3.1375 1.5567
O -0.4343 -4.3199 1.5376
N -1.2287 -2.1780 1.1623
C -1.4061 -1.4953 0.0732
N -2.5364 -0.7841 0.1393
C -3.0927 -1.0856 1.3704
C -4.4266 -0.4909 1.7859
C -5.5541 -1.4138 1.1876
C -5.5771 -2.8160 1.8491
S -6.5547 -3.9930 0.8327
C -2.2810 -1.9491 2.0389
H -0.6883 -1.5606 -0.7394
H -2.8944 -0.1568 -0.5936
H -4.5232 -0.3596 2.8706
H -4.5193 0.4897 1.2932
H -5.2431 -1.5907 0.1431
H -6.5384 -0.9264 1.2277
H -4.5771 -3.2539 1.9529
H -5.9875 -2.7219 2.8673
H -5.5716 -4.7202 0.2488
H -2.4481 -2.3715 3.0208
C -0.8181 2.0734 -1.5510
C -0.0356 3.0900 -1.9045
C -0.1845 3.7463 -3.2275
O 0.5256 4.6702 -3.5549
C -1.2377 3.2258 -4.1359
C -2.0166 2.2088 -3.7770
C -1.8649 1.5585 -2.4581
O -2.5844 0.6248 -2.1326
H -0.7239 1.5811 -0.5903
H 0.7373 3.4789 -1.2494
H -1.3327 3.7165 -5.0962
H -2.7892 1.8138 -4.4245
C 5.1381 -4.3115 -1.5970
C 4.3508 -5.2180 -2.1692
C 2.9921 -5.5011 -1.6413
O 2.2776 -6.3304 -2.1658
C 2.5460 -4.7347 -0.4539
C 3.3347 -3.8267 0.1186
C 4.6907 -3.5436 -0.4078
O 5.4118 -2.7153 0.1096
H 6.1320 -4.0916 -1.9669
H 4.6591 -5.7872 -3.0375
H 1.5512 -4.9525 -0.0795
H 3.0212 -3.2602 0.9870
C 4.7627 5.6736 1.0016
C 3.9460 4.8102 0.4036
C 2.5784 4.5666 0.9163
O 1.8327 3.7759 0.3708
C 2.1513 5.3196 2.1181
C 2.9665 6.1833 2.7172
C 4.3373 6.4292 2.2052
O 5.0794 7.2167 2.7487
H 5.7658 5.8650 0.6428
H 4.2384 4.2505 -0.4757
H 1.1479 5.1270 2.4759
H 2.6729 6.7423 3.5965